An isolated molecule of C7H16 at a distorted geometry. Source: OMol25; level of theory: ωB97M-V/def2-TZVPD.

E = -7518.4829 eV
SMILES = CCC(C)(C)CC
Relative energy (zero: lowest compared OMol25 entry of this formula, charge and spin) = 0.415 eV
Total charge = 0
HOMO-LUMO gap = 0.420 Eh
Molar mass = 100.20 g mol⁻¹
Spin multiplicity = 1
HOMO level = -10.46 eV

Bonds (Å) are listed after each position.
Element x y z (Å)
1 C -1.756 -1.673 -0.008  C2 1.593, H8 1.094, H9 1.094, H10 1.091
2 C -0.259 -1.129 0.043  C1 1.593, C3 1.529, H11 1.095, H12 1.095
3 C -0.149 0.395 0.026  C2 1.529, C4 1.539, C5 1.539, C6 1.637
4 C -0.736 0.981 -1.270  C3 1.539, H13 1.096, H14 1.095, H15 1.094
5 C -0.868 1.022 1.235  C3 1.539, H16 1.094, H17 1.095, H18 1.096
6 C 1.426 0.830 0.109  C3 1.637, C7 1.521, H19 1.097, H20 1.097
7 C 2.493 -0.238 -0.078  C6 1.521, H21 1.094, H22 1.094, H23 1.096
8 H -1.876 -2.322 -0.881  C1 1.094
9 H -1.947 -2.275 0.886  C1 1.094
10 H -2.521 -0.896 -0.065  C1 1.091
11 H 0.248 -1.564 -0.824  C2 1.095
12 H 0.197 -1.541 0.950  C2 1.095
13 H -0.572 2.063 -1.318  C4 1.096
14 H -0.269 0.530 -2.152  C4 1.095
15 H -1.816 0.820 -1.343  C4 1.094
16 H -1.949 0.863 1.199  C5 1.094
17 H -0.498 0.598 2.174  C5 1.095
18 H -0.706 2.105 1.265  C5 1.096
19 H 1.618 1.328 1.068  C6 1.097
20 H 1.600 1.609 -0.644  C6 1.097
21 H 2.468 -0.977 0.728  C7 1.094
22 H 2.383 -0.748 -1.039  C7 1.094
23 H 3.489 0.218 -0.062  C7 1.096

Atom charges from the natural (NBO) analysis, given in e for atoms 1 to 4: -0.62, -0.40, -0.03, -0.61